1.
{"formula": "C6H6NS", "method": "the ωB97M-V functional and the def2-TZVPD basis", "total_charge": 1, "homo_lumo_gap_ev": 9.13, "e_tot_ev": -18631.6650, "species": ["C", "C", "C", "C", "C", "C", "N", "S", "H", "H", "H", "H", "H", "H"], "coordinates": [[-0.99560, 1.21928, -0.06028], [-0.56041, -0.06941, 0.07135], [-1.63213, -0.98315, 0.10649], [-3.07725, -0.34336, 0.05569], [1.99961, 0.15624, -0.40820], [0.89910, -0.57933, 0.31095], [-2.60217, -1.80121, 0.24661], [-2.76652, 1.33793, -0.08309], [-0.25839, 2.02492, -0.09598], [2.07007, 0.02361, -1.42535], [3.03387, -0.25678, 0.00264], [1.73514, 1.22558, -0.27351], [1.12956, -0.32962, 1.38420], [1.02511, -1.62469, 0.16847]], "lowdin_charge": [-0.21, -0.21, -0.17, -0.24, -0.09, -0.18, 0.33, 1.15, 0.11, 0.04, 0.15, 0.08, 0.14, 0.11]}

***

2.
{"formula": "C5H12NO4", "method": "the ωB97M-V functional and the def2-TZVPD basis", "total_charge": -1, "homo_lumo_gap_ev": 8.52, "e_tot_ev": -15059.3891, "species": ["C", "C", "C", "C", "C", "N", "O", "O", "O", "O", "H", "H", "H", "H", "H", "H", "H", "H", "H", "H", "H", "H"], "coordinates": [[0.44369, 2.33875, 0.25406], [0.88644, 0.89878, 0.00731], [-0.25223, 0.04467, -0.42155], [-0.98378, -0.71343, 0.68317], [0.64719, -3.20679, -1.57072], [-1.68051, -1.87714, 0.45016], [-2.67598, -1.78403, -0.54547], [1.57061, -3.69769, -2.27830], [-0.46809, -2.85772, -1.90290], [0.98623, -3.03326, -0.21285], [-0.59805, 2.18720, 0.41889], [0.91263, 2.78132, 1.09146], [0.54423, 2.94139, -0.64842], [1.84411, 0.94792, -0.61676], [1.27975, 0.46855, 0.84326], [-1.09589, 0.73993, -0.87142], [0.12601, -0.80420, -1.11735], [-1.63008, -0.02438, 1.23224], [-0.38184, -1.15810, 1.41645], [-0.93386, -2.50210, 0.00452], [-2.14479, -1.93332, -1.30143], [1.86843, -3.38976, -0.15571]], "lowdin_charge": [-0.11, -0.29, -0.20, -0.31, -0.82, -0.13, -0.08, -0.07, -0.02, 0.01, 0.04, 0.05, 0.07, 0.13, 0.06, 0.14, 0.12, 0.11, 0.10, 0.09, 0.02, 0.08]}

***

For each record above, in turn, the calculated HOMO level values are -15.3949, -4.9354 eV.
For each record above, in turn, the calculated ΔE to the lowest compared entry with this formula, charge and spin values are 319.2, 255.1 kJ/mol.